Record 1
# C8H26CaO18P2S2

C8H26CaO18P2S2 as an isolated structure in a non-equilibrium geometry (ωB97M-V/def2-TZVPD, OMol25).

CARTESIAN COORDINATES (ANGSTROEM)
Ca1 1.319 -0.471 -1.241
S1 2.177 -1.457 -3.854
O1 2.975 -1.158 -2.635
O2 2.476 -0.492 -4.927
O3 2.422 -2.872 -4.103
O4 0.794 -1.254 -3.374
S2 3.132 -2.508 0.392
O5 4.445 -2.278 -0.236
O6 3.198 -3.145 1.711
O7 2.489 -1.181 0.510
O8 2.365 -3.327 -0.563
C1 3.606 2.029 -0.552
O9 2.577 1.630 -1.492
H1 4.136 2.883 -0.982
H2 3.042 2.400 0.303
H3 4.239 1.173 -0.328
H4 2.824 1.920 -2.375
C2 -1.853 0.444 -2.437
O10 -0.518 0.893 -2.408
H5 -2.219 0.505 -1.413
H6 -2.507 1.070 -3.059
H7 -1.950 -0.584 -2.793
H8 -0.216 0.916 -3.328
C3 -3.089 -4.554 0.215
O11 -1.825 -3.913 -0.020
P1 -1.589 -2.351 0.099
O12 -0.410 -1.919 -0.651
O13 -2.957 -1.608 -0.243
C4 -4.013 -1.404 0.685
O14 -1.338 -2.011 1.650
C5 -0.065 -2.432 2.151
H9 -2.841 -5.536 0.608
H10 -3.579 -4.635 -0.755
H11 -3.711 -3.983 0.899
H12 -4.182 -0.354 0.929
H13 -3.958 -1.989 1.600
H14 -4.913 -1.690 0.125
H15 0.452 -3.184 1.545
H16 -0.105 -2.922 3.131
H17 0.640 -1.602 2.209
C6 -0.879 1.297 3.316
O15 -1.163 1.967 2.094
P2 -0.009 2.233 1.057
O16 0.627 1.022 0.529
O17 -0.734 3.128 -0.049
C7 0.104 3.817 -0.988
O18 0.956 3.240 1.881
C8 0.446 4.439 2.423
H18 -0.099 1.777 3.907
H19 -0.640 0.256 3.111
H20 -1.771 1.317 3.943
H21 1.094 3.413 -1.206
H22 0.156 4.829 -0.577
H23 -0.369 3.826 -1.970
H24 -0.600 4.294 2.711
H25 0.340 5.205 1.641
H26 1.072 4.892 3.183

Output
Relative energy (zero: lowest compared OMol25 entry of this formula, charge and spin) = 61.00 kcal/mol
HOMO-LUMO gap = 0.127 Eh
Net charge = -2
HOMO energy = 0.07 eV
E_LUMO = 3.537 eV

Here are the Löwdin charges for atoms 1 to 6, given in e: 1.38, 0.18, -0.51, -0.44, -0.38, -0.52


Record 2
# C33H93Cl2FN2O23PS

A 14-piece molecular cluster, C33H93Cl2FN2O23PS overall in a non-equilibrium geometry (ωB97M-V/def2-TZVPD, OMol25).

CARTESIAN COORDINATES (ANGSTROEM)
C1 4.222 -0.145 1.654
C2 4.537 -0.578 0.105
O1 3.712 0.140 -0.879
C3 3.808 1.601 -0.733
C4 2.493 2.324 -0.073
O2 1.365 1.427 0.220
C5 0.589 1.123 -1.030
C6 -0.748 0.165 -0.692
S1 0.013 -1.588 -0.847
C7 0.662 -1.981 -2.556
O3 -0.880 -2.694 -0.212
O4 1.309 -1.591 0.062
N1 -0.988 0.351 0.756
C8 -2.211 1.007 1.231
C9 -2.747 0.059 2.508
C10 -2.946 -1.515 2.141
C11 -3.683 -2.207 3.475
Cl1 -5.529 -2.069 3.124
C12 -1.704 2.369 2.070
C13 -1.153 3.580 1.147
F1 -2.817 2.939 2.919
C14 -3.371 1.459 0.194
C15 -4.849 0.698 0.412
O5 -5.955 1.416 -0.312
C16 -6.902 0.440 -0.887
O6 -7.468 -0.513 0.081
C17 -8.184 -1.617 -0.576
C18 -7.232 -2.684 -1.380
O7 -6.416 -3.511 -0.439
N2 -2.967 1.525 -1.282
C19 -2.676 2.908 -1.806
O8 -3.436 3.098 -3.091
O9 -4.339 4.022 -2.905
C20 -1.991 0.438 -1.711
Cl2 -1.202 0.779 -3.400
P1 -3.061 -1.145 -2.102
O10 -4.168 -0.894 -3.211
H1 4.850 0.830 1.869
H2 4.463 -1.033 2.378
H3 3.054 0.065 1.760
H4 5.660 -0.505 -0.217
H5 4.239 -1.730 0.006
H6 4.826 1.858 -0.192
H7 3.918 2.053 -1.832
H8 2.851 2.777 0.971
H9 2.173 3.241 -0.728
H10 0.304 2.170 -1.459
H11 1.318 0.619 -1.797
H12 -0.081 -1.821 -3.440
H13 1.701 -1.414 -2.690
H14 0.949 -3.140 -2.548
H15 -0.539 -0.337 1.392
H16 -3.671 0.531 3.059
H17 -1.850 0.114 3.295
H18 -1.888 -2.011 2.089
H19 -3.657 -1.752 1.246
H20 -3.360 -1.630 4.453
H21 -3.380 -3.358 3.521
H22 -0.875 2.012 2.830
H23 -0.351 4.234 1.719
H24 -2.063 4.317 0.918
H25 -0.696 3.300 0.112
H26 -3.666 2.570 0.532
H27 -5.218 0.768 1.546
H28 -4.861 -0.403 0.030
H29 -7.822 1.080 -1.297
H30 -6.407 -0.046 -1.830
H31 -9.032 -1.209 -1.277
H32 -8.727 -2.241 0.283
H33 -6.480 -2.203 -2.140
H34 -7.949 -3.384 -2.027
H35 -5.499 -3.115 -0.522
H36 -3.862 1.252 -1.797
H37 -3.098 3.798 -1.130
H38 -1.549 3.172 -1.965
H39 -5.077 3.609 -2.353
H40 -3.525 -1.824 -0.923
H41 -2.118 -2.083 -2.732
C21 -5.895 -2.815 -5.030
O11 -7.186 -3.300 -4.710
H42 -5.379 -2.542 -4.106
H43 -5.328 -3.594 -5.545
H44 -5.985 -1.932 -5.668
H45 -7.619 -3.534 -5.549
C22 -0.647 -3.522 4.805
O12 -0.786 -3.430 3.399
H46 -1.617 -3.768 5.242
H47 0.071 -4.308 5.050
H48 -0.304 -2.563 5.201
H49 0.090 -3.211 3.039
C23 0.915 5.832 -1.732
O13 1.967 5.414 -0.882
H50 -0.038 5.520 -1.297
H51 0.932 6.920 -1.826
H52 1.033 5.369 -2.715
H53 2.799 5.704 -1.294
C24 3.105 -4.700 3.847
O14 1.814 -5.186 4.167
H54 3.621 -4.428 4.771
H55 3.672 -5.480 3.332
H56 3.015 -3.818 3.209
H57 1.381 -5.419 3.328
C25 6.466 2.343 -3.103
O15 5.566 3.422 -3.279
H58 5.893 1.424 -2.960
H59 7.095 2.244 -3.990
H60 7.085 2.524 -2.221
H61 6.102 4.224 -3.403
C26 -5.920 2.742 -6.108
O16 -4.696 2.217 -5.628
H62 -6.198 2.215 -7.024
H63 -6.700 2.597 -5.356
H64 -5.801 3.807 -6.325
H65 -4.476 2.704 -4.816
C27 0.439 -2.596 8.383
O17 0.568 -1.800 7.220
H66 1.101 -3.461 8.296
H67 0.724 -2.009 9.260
H68 -0.594 -2.938 8.480
H69 -0.030 -1.040 7.325
C28 8.075 0.023 -5.925
O18 8.178 0.002 -4.513
H70 7.584 0.950 -6.231
H71 9.074 -0.020 -6.365
H72 7.480 -0.830 -6.260
H73 8.617 -0.831 -4.271
C29 9.410 -0.267 -1.064
O19 8.002 -0.414 -1.042
H74 9.798 -0.415 -0.054
H75 9.845 -1.014 -1.733
H76 9.667 0.739 -1.407
H77 7.686 -0.277 -1.952
C30 -4.892 7.025 -0.292
O20 -3.812 6.311 -0.864
H78 -4.496 7.830 0.331
H79 -5.509 7.452 -1.087
H80 -5.490 6.350 0.325
H81 -4.194 5.603 -1.410
C31 5.831 -7.521 5.658
O21 6.011 -6.154 5.334
H82 6.502 -8.123 5.042
H83 6.066 -7.680 6.713
H84 4.796 -7.811 5.456
H85 5.402 -5.645 5.896
C32 -1.292 6.032 -4.922
O22 -0.212 5.318 -5.494
H86 -0.896 6.838 -4.299
H87 -1.909 6.459 -5.717
H88 -1.890 5.358 -4.304
H89 -0.594 4.611 -6.040
C33 8.810 -5.659 7.747
O23 7.402 -5.806 7.769
H90 9.198 -5.807 8.758
H91 9.245 -6.406 7.079
H92 9.067 -4.653 7.404
H93 7.086 -5.669 6.859

Output
HOMO-LUMO gap = 0.278 Eh
Net charge = +1
HOMO energy = -11.07 eV
E_LUMO = -3.503 eV

Here are the Löwdin charges for atoms 1 to 6, given in e: -0.09, -0.23, -0.25, -0.16, -0.15, -0.22